{"formula": "C40H120O40", "method": "ωB97M-V with the def2-TZVPD basis set", "species": ["H", "H", "C", "O", "H", "C", "H", "C", "H", "H", "H", "H", "C", "C", "H", "H", "H", "H", "O", "H", "H", "H", "C", "H", "H", "C", "C", "H", "O", "H", "H", "O", "H", "H", "H", "C", "H", "H", "H", "C", "H", "H", "H", "C", "H", "O", "C", "H", "H", "C", "H", "H", "C", "O", "H", "H", "H", "O", "O", "H", "H", "H", "O", "H", "H", "O", "O", "O", "H", "H", "O", "O", "H", "H", "H", "H", "C", "H", "O", "O", "H", "H", "C", "O", "H", "H", "C", "H", "H", "H", "H", "C", "H", "H", "H", "O", "O", "C", "O", "H", "O", "H", "C", "C", "O", "H", "H", "O", "H", "H", "H", "C", "O", "H", "C", "O", "C", "C", "H", "C", "C", "H", "H", "H", "O", "O", "C", "H", "H", "O", "H", "H", "H", "H", "O", "O", "H", "H", "H", "C", "H", "O", "C", "H", "H", "C", "H", "C", "O", "H", "H", "H", "H", "H", "H", "H", "H", "O", "O", "H", "H", "O", "C", "H", "H", "C", "H", "O", "H", "H", "H", "H", "H", "C", "H", "C", "H", "O", "H", "C", "H", "H", "H", "C", "H", "H", "H", "H", "H", "O", "C", "O", "H", "H", "H", "C", "H", "H", "H", "O"], "positions_angstrom": [[7.473, -2.128, 3.853], [0.572, -0.792, 0.345], [3.085, 1.683, 3.693], [4.919, -1.114, 3.440], [-1.175, -2.999, 1.342], [-2.424, -0.066, -7.314], [-4.798, -5.018, -6.227], [-0.406, 0.863, -0.426], [3.659, 2.579, 3.978], [0.258, 2.473, 0.385], [-3.465, 1.488, 1.930], [5.328, -3.007, 4.195], [2.315, 0.392, -6.714], [-2.167, -3.471, 6.369], [2.866, 6.075, 0.351], [-4.326, -0.583, 3.392], [-4.754, -4.480, -3.230], [1.818, 0.445, 5.928], [4.764, 3.051, -2.177], [-0.374, 0.428, -1.426], [-1.945, -0.453, -3.103], [-1.790, -1.626, 5.890], [-4.035, 0.592, -1.937], [-0.408, 4.186, -1.225], [0.541, 1.426, -6.838], [-1.735, -1.451, -7.487], [-2.397, 1.287, 7.144], [-0.033, 3.147, -4.853], [2.605, -4.312, 0.024], [0.423, -2.168, -2.131], [-0.880, 5.251, -2.865], [-6.274, -4.038, -5.339], [2.087, -2.982, 2.460], [-1.247, 4.687, 2.524], [0.570, -3.819, 1.938], [0.227, -4.076, -2.879], [1.065, 1.212, -3.907], [-3.402, -0.191, -6.839], [1.705, 2.281, -1.516], [1.877, -0.621, 6.109], [4.023, -2.128, -0.360], [-0.497, 3.490, 4.502], [0.031, 1.883, -2.793], [-5.185, -4.987, -5.240], [2.574, -1.664, -6.342], [0.818, -0.907, 7.076], [-1.304, 3.061, 3.855], [-3.116, -3.163, 6.724], [-5.486, -0.128, 1.703], [-3.254, -2.629, 2.010], [-2.943, -3.535, -5.387], [0.573, 6.895, -2.916], [1.938, 6.998, -1.412], [-1.688, 0.326, 6.328], [3.002, -0.104, 1.022], [-1.153, -1.115, -0.057], [-2.798, 2.091, -1.792], [-1.649, -2.225, -6.256], [-1.606, -4.063, 3.088], [5.887, 3.547, -3.729], [-1.064, -2.533, 7.948], [-0.245, -2.192, -3.767], [2.959, -0.589, -0.840], [0.618, -3.230, 6.872], [3.369, -4.912, 1.881], [-5.103, -0.059, 3.609], [-1.603, -2.440, -2.334], [-1.558, -2.504, 5.559], [-0.801, -1.296, -7.931], [-1.808, 0.556, 5.380], [0.164, 3.417, 1.860], [-1.397, 1.620, 3.863], [1.952, -5.848, 1.298], [0.747, -4.737, 3.881], [3.432, 0.831, 4.325], [-2.317, -4.348, 5.751], [2.382, -4.824, 1.365], [3.050, 2.060, 1.581], [1.675, -4.533, 3.666], [0.406, -4.690, -1.595], [-2.586, 0.452, -8.286], [4.188, -0.894, 2.887], [1.760, -0.976, -6.376], [-4.199, 1.470, 5.650], [-3.564, -2.106, 1.066], [-1.675, 0.477, -5.571], [-1.135, 3.621, 2.415], [-2.202, -2.841, -2.956], [-4.237, 0.236, 7.308], [1.254, 1.193, 4.086], [5.761, 1.430, -5.023], [-1.215, -3.528, 7.535], [2.912, 0.298, -1.314], [-4.598, 0.769, 5.194], [1.762, -4.511, -0.528], [-3.735, 1.980, -1.928], [0.513, 4.401, -3.275], [5.041, 2.849, -3.567], [-3.090, -1.510, 2.897], [1.399, 4.511, 0.560], [7.092, -1.486, 1.817], [3.111, 0.700, -6.054], [3.285, -2.434, -2.279], [-4.573, 1.868, 2.031], [1.403, 4.710, -0.407], [1.194, 5.071, -3.293], [4.192, 3.183, -4.205], [-1.539, 0.773, -6.522], [-4.268, 1.908, 7.689], [-3.481, -5.498, -4.005], [-6.530, 0.870, 2.509], [0.810, 3.284, -4.187], [2.082, 2.253, -2.422], [0.057, -0.354, 6.896], [6.931, -2.358, 2.899], [0.629, 1.766, -0.152], [-2.455, 5.825, -1.839], [-3.842, 1.211, 6.934], [4.532, 1.451, 2.064], [5.417, -2.437, 3.216], [0.965, 2.068, -3.301], [-3.021, 6.711, -1.661], [0.756, 3.025, 2.492], [3.747, -1.113, -3.834], [0.950, -0.966, -5.154], [-1.329, 6.094, -2.676], [-1.929, 5.121, -0.571], [-1.417, 1.250, -0.420], [7.279, -3.340, 2.572], [3.035, -1.708, -3.506], [-1.230, 5.860, -0.018], [-3.171, 5.156, -2.277], [-0.081, -4.144, -0.985], [4.860, -2.944, 2.453], [4.044, 0.710, -4.097], [-2.349, 0.179, -3.687], [-2.249, 3.534, 4.144], [-2.146, 2.300, 7.026], [2.670, 0.378, -7.751], [-4.163, -4.606, -4.211], [4.849, -1.082, -1.602], [-3.439, -3.443, -4.563], [-0.253, -2.597, -2.795], [3.915, -3.319, -2.536], [-1.570, -4.190, 8.365], [-5.446, 0.670, 2.418], [-2.393, -0.985, 2.463], [-2.025, -3.495, 1.898], [-0.706, -0.139, 1.775], [-2.353, -2.050, -8.097], [-4.776, 2.131, 1.019], [-0.910, -1.878, -5.734], [0.019, -0.625, 2.301], [1.741, 3.540, -4.732], [-4.376, 2.475, 3.857], [1.048, -1.317, -7.173], [1.913, -2.525, 5.068], [-1.237, 3.917, -0.854], [1.738, 2.001, 3.927], [2.863, -0.803, 6.521], [-4.033, -1.029, -3.402], [1.463, 1.532, -6.553], [2.435, 5.756, -0.643], [2.362, -2.747, -1.826], [-0.027, -1.969, 4.497], [-0.451, -0.373, 0.401], [-3.315, 0.070, -1.252], [0.065, -3.969, 7.171], [1.129, 7.518, -0.846], [-5.142, 0.601, -1.709], [7.078, -0.556, 2.097], [-4.090, -3.283, 2.322], [-2.730, 4.946, 0.190], [1.813, -1.434, 4.878], [-0.867, 1.272, 3.157], [1.596, -3.969, 2.311], [1.603, -1.078, -4.385], [2.930, 0.095, 1.971], [-0.523, -4.578, -3.539], [-3.734, 0.022, -3.318], [-2.438, -4.271, 1.245], [3.365, 1.097, -3.536], [-4.190, 0.555, -4.152], [5.308, 1.464, -4.033], [-1.887, 3.205, 1.737], [1.185, -4.215, -3.369], [-2.266, 1.009, 8.173], [3.781, 3.009, -2.106], [5.941, 0.932, -3.295], [-4.622, 2.980, 2.988], [3.436, 1.372, 2.290], [0.586, -1.243, 4.191], [-6.148, -3.444, -4.605], [3.274, 5.273, -1.240], [-5.643, -5.946, -5.155], [3.938, -1.583, -1.246], [2.806, 7.698, -1.475], [2.684, -1.140, 4.280], [-1.622, -3.369, 3.774], [1.580, 6.767, -2.765]], "mulliken_charge": [0.29, 0.14, -0.54, -0.43, -0.85, -0.41, 0.28, 1.30, 0.53, -0.96, -0.51, 0.32, -0.23, -0.47, 0.37, 0.62, 0.36, 0.41, -0.65, -0.53, -0.34, -0.13, 0.32, -0.80, 0.27, -0.48, -0.69, 0.54, -0.36, 0.26, 0.52, -0.52, -0.83, 0.69, -0.93, -0.75, -0.87, 0.19, -0.42, -1.58, -0.01, 0.26, -0.78, -0.52, 0.33, -0.56, -0.88, 0.29, 0.36, -0.61, 0.13, 0.42, -0.66, -0.17, -0.24, -0.23, 0.15, -0.52, -0.52, 0.48, 0.19, -1.06, -0.01, 0.31, 0.34, -0.69, 0.11, 0.12, 0.17, 0.06, -1.06, 1.28, 0.35, 0.35, 0.12, 0.36, -1.09, -0.34, -0.67, -0.66, 0.38, -0.01, -0.41, -0.36, 0.22, 0.06, -0.39, -0.11, 0.28, -0.33, 0.43, -0.43, -0.17, 0.18, 0.38, -0.56, -0.86, -0.41, -0.29, -0.03, -0.52, -0.04, 0.09, 0.53, 0.24, 0.37, 0.06, -0.46, 0.36, 0.27, 0.34, -1.27, 2.04, 0.16, -0.66, 1.10, -0.79, -0.68, 0.31, 0.26, 1.63, 0.43, 0.25, 0.23, 0.30, -0.57, -0.38, -0.16, 0.35, -0.51, 0.09, 0.27, 0.19, -0.16, -0.50, 0.48, 0.48, 0.43, 0.39, -0.62, 0.26, -0.01, 1.41, 0.25, 0.38, -1.05, -0.22, 0.78, 2.03, 0.57, 0.62, -0.01, -1.28, 0.17, 0.39, 0.13, 0.72, 1.27, -0.41, 0.42, -0.01, -0.49, -0.22, -0.41, -0.75, -0.02, -0.37, -0.65, 0.29, 0.43, 0.31, 0.38, 0.40, 0.93, -1.06, 2.49, -0.15, 1.01, 0.39, -0.57, 0.46, 0.19, 0.42, -0.53, -0.36, 0.41, 0.40, -0.05, 0.22, -0.64, 0.17, 1.52, 0.32, 0.13, 0.35, -0.31, 0.36, -0.75, 0.15, -0.70], "e_tot_ha": -4605.35324, "homo_ha": -0.356, "orbital_gap_ev": 9.9095}